[1]
ORCA calculation (ωB97M-V with the def2-TZVPD basis set) on a 2-piece molecular cluster, C3H11NOS overall at a distorted geometry.

Calculated values
SMILES: CCS.NCO
HOMO energy (eV): -8.99
Spin multiplicity: 1
E_LUMO (Ha): 0.0266
Gap between HOMO and LUMO (Eh): 0.35698
E (Ha): -649.04962
Energy relative to the best compared isomer or geometry (same formula, charge and spin) (kJ/mol): 85.1
Charge: 0

XYZ file:
```
17
Properties=species:S:1:pos:R:3:forces:R:3
C 0.13584 2.71717 0.30129 0.92 -0.43 -1.48
C 1.62599 2.43247 -0.04073 -0.27 0.78 -0.33
S 2.11818 0.69839 0.06681 -0.36 -0.38 0.29
H -0.11602 2.98954 1.31137 0.14 0.03 0.32
H -0.16529 3.46846 -0.42868 -0.29 0.37 0.45
H -0.40259 1.82593 -0.01250 -0.36 -0.04 0.31
H 2.34127 3.04991 0.50477 -0.14 -0.26 0.48
H 1.80070 2.76532 -1.06742 -0.20 -0.24 -0.05
H 0.86152 0.18978 -0.05264 0.57 0.17 0.01
N -1.63215 -2.25333 1.08664 0.28 0.00 0.28
C -1.86718 -1.66977 -0.17104 0.21 0.92 -1.33
O -2.27877 -2.50940 -1.25260 -0.63 0.03 0.25
H -0.71945 -2.66964 1.18290 -0.04 -0.17 -0.01
H -2.36152 -2.88265 1.36740 -0.17 -0.19 0.16
H -0.98255 -1.12718 -0.52436 0.25 -0.11 0.40
H -2.63823 -0.90094 -0.12801 -0.29 -0.24 0.17
H -1.66368 -3.22937 -1.37293 0.40 -0.23 0.05
```
Positions in Å, forces in eV/Å.


[2]
ORCA calculation (ωB97M-V with the def2-TZVPD basis set) on a 3-piece molecular cluster, C16H38F3N3O5P2S overall at a distorted geometry.

Calculated values
SMILES: [H]/N=C\CP(COC(F)(F)F)[PH2]=S.COCCNCCOC.COCCNCCOC
HOMO energy (eV): -8.48
Spin multiplicity: 1
E_LUMO (Ha): 0.0127
Gap between HOMO and LUMO (Eh): 0.32428
E (Ha): -2553.24962
Charge: 0

XYZ file:
```
68
Properties=species:S:1:pos:R:3:forces:R:3
N -3.55181 0.13866 5.69656 0.22 -0.57 0.83
C -4.00397 0.79490 4.73915 -0.72 0.72 -0.91
C -5.30700 0.50624 4.00996 0.78 -0.48 0.46
P -5.21138 -0.56162 2.49169 -1.54 0.36 -0.66
C -3.63582 -0.26232 1.53780 -0.13 -0.13 0.00
O -2.97297 0.97163 1.86696 -1.22 -0.45 0.02
C -1.67993 0.80016 2.16003 -0.88 0.37 0.03
F -1.49157 0.01233 3.17120 0.28 -1.66 1.48
F -1.02899 0.33493 1.13273 1.16 -0.94 -1.65
F -1.17593 1.94701 2.46833 0.63 2.09 0.60
P -4.97190 -2.61344 3.25258 1.88 0.28 0.56
S -3.19115 -3.03599 3.93306 -0.07 -0.17 -0.04
H -4.18353 -0.63688 5.91487 0.22 -0.10 0.12
H -3.44947 1.66082 4.39042 0.11 0.09 -0.05
H -5.94089 -0.04085 4.71177 -0.16 -0.16 -0.11
H -5.86200 1.40469 3.76158 0.13 0.19 -0.27
H -3.92270 -0.19605 0.49369 -0.14 0.09 -0.11
H -3.00350 -1.14726 1.62666 0.30 0.15 0.26
H -5.94805 -2.71960 4.26733 -0.41 -0.03 -0.57
H -5.29047 -3.42486 2.14387 -0.62 0.18 0.22
C 3.82909 3.91735 -2.97883 -0.19 -0.04 -0.07
O 2.82319 2.92646 -2.88911 0.25 0.13 0.06
C 3.11778 1.88110 -1.96704 -0.24 -0.31 -0.07
C 2.21001 1.94725 -0.75579 0.05 0.28 0.02
N 2.51608 3.10177 0.08372 -0.12 -0.10 -0.04
C 1.51861 3.36468 1.12033 0.19 0.10 -0.11
C 0.10024 3.71754 0.67611 0.02 0.19 0.18
O -0.01472 4.97690 0.03158 0.03 -0.19 -0.18
C 0.27131 4.97551 -1.35565 -0.03 0.27 0.14
H 3.58403 4.56079 -3.82295 -0.04 -0.03 0.00
H 3.86879 4.53505 -2.07562 0.15 0.00 0.02
H 4.81100 3.46931 -3.15747 0.03 0.03 0.05
H 4.17141 1.89077 -1.67212 0.00 0.15 0.04
H 2.92906 0.93723 -2.48662 0.00 -0.01 0.04
H 2.33369 1.03351 -0.16649 -0.03 -0.01 -0.01
H 1.17613 1.97632 -1.12432 -0.01 -0.19 -0.05
H 2.59215 3.92405 -0.50030 0.02 -0.01 -0.02
H 1.89406 4.19838 1.71876 -0.06 -0.01 0.05
H 1.47373 2.49402 1.78269 -0.04 -0.02 -0.03
H -0.50329 3.80083 1.57443 -0.02 0.16 0.02
H -0.36003 2.92775 0.07117 0.08 0.04 -0.14
H -0.00610 4.03239 -1.83280 0.08 -0.05 0.02
H 1.32774 5.19069 -1.53794 0.02 -0.14 -0.14
H -0.30716 5.77828 -1.81510 -0.03 -0.01 0.05
C 2.85141 -3.39444 -4.04676 -0.04 -0.16 0.07
O 2.93629 -4.05247 -2.79638 0.02 0.23 -0.16
C 3.46532 -3.24527 -1.75015 0.08 -0.23 0.28
C 2.39689 -2.90117 -0.73126 -0.16 0.03 -0.21
N 1.41496 -1.97379 -1.28098 -0.02 -0.08 0.06
C 0.22219 -1.79527 -0.45271 0.14 -0.02 -0.26
C -0.66881 -3.01168 -0.20514 -0.20 0.22 0.17
O -1.35186 -3.48047 -1.35560 0.15 -0.10 0.05
C -0.61377 -4.36949 -2.17656 -0.26 0.10 -0.11
H 2.60262 -4.14347 -4.79728 0.00 -0.03 0.05
H 2.06610 -2.63132 -4.04871 0.08 0.10 -0.06
H 3.80652 -2.93543 -4.31779 -0.03 0.06 -0.01
H 3.94339 -2.34236 -2.14165 -0.11 0.04 -0.07
H 4.23848 -3.83799 -1.25286 0.01 0.02 0.00
H 2.86934 -2.44462 0.14377 -0.02 0.00 0.01
H 1.93226 -3.84372 -0.41376 0.14 -0.05 0.10
H 1.12246 -2.30745 -2.19015 0.03 0.00 -0.02
H -0.38700 -1.03161 -0.94165 -0.04 0.00 0.06
H 0.52995 -1.38497 0.51206 0.04 -0.08 0.02
H -1.45356 -2.69547 0.48925 0.01 -0.03 0.02
H -0.13909 -3.83107 0.29274 0.08 -0.04 -0.11
H 0.07720 -4.98680 -1.59791 0.07 0.06 0.01
H -0.06976 -3.82430 -2.95233 0.16 -0.10 0.02
H -1.32532 -5.02580 -2.67908 -0.03 0.02 0.05
```
Positions in Å, forces in eV/Å.


[3]
ORCA calculation (ωB97M-V with the def2-TZVPD basis set) on C44H33I2N2OP2PdS4 as an isolated structure at a distorted geometry.

Calculated values
HOMO energy (eV): -9.75
Spin multiplicity: 1
E_LUMO (Ha): -0.1634
Gap between HOMO and LUMO (Eh): 0.19489
E (Ha): -4879.80458
Energy relative to the best compared isomer or geometry (same formula, charge and spin) (kJ/mol): 68.2
Charge: +1

XYZ file:
```
89
Properties=species:S:1:pos:R:3:forces:R:3
Pd 0.30744 -0.63485 -0.36658 0.19 0.36 0.14
O -0.90368 2.52348 -0.77707 0.36 -0.20 0.06
S -0.13622 1.62404 0.09626 -0.66 -0.11 -0.04
C -1.10786 1.39445 1.58221 0.15 0.14 0.11
C -1.06297 2.26358 2.66084 -0.08 -0.01 -0.01
C -1.96680 2.08725 3.69729 -0.04 -0.01 0.02
C -2.92541 1.08486 3.62673 0.02 -0.01 0.00
C -2.95425 0.22043 2.54155 -0.05 0.04 0.08
C -2.01620 0.34232 1.52344 -0.12 -0.01 -0.03
P -1.97166 -0.85443 0.13954 0.13 -0.54 0.44
C -3.45943 -0.45283 -0.79918 0.19 0.08 -0.37
C -4.66904 -1.10582 -0.56441 -0.05 0.13 -0.04
C -5.80699 -0.69813 -1.24731 0.05 -0.03 0.05
C -5.73981 0.34658 -2.15888 -0.01 0.01 0.01
C -4.53537 0.99743 -2.39056 0.01 -0.01 0.02
C -3.39296 0.59950 -1.71456 -0.01 -0.07 -0.03
C -2.25769 -2.48027 0.87262 0.12 -0.03 -0.05
C -1.93666 -2.76694 2.19789 -0.03 -0.03 0.03
C -2.06157 -4.06602 2.67178 -0.01 0.05 -0.01
C -2.51254 -5.07555 1.83219 0.01 0.07 0.04
C -2.81505 -4.79921 0.50578 -0.06 0.00 0.03
C -2.66965 -3.50898 0.02067 -0.21 0.01 0.09
C 1.36331 2.46374 0.57744 0.09 0.09 -0.11
C 1.27237 3.79323 0.95629 0.07 0.02 -0.04
C 2.44205 4.48103 1.25700 -0.01 0.03 0.03
C 3.67419 3.85419 1.13918 0.03 -0.05 -0.04
C 3.76000 2.53946 0.68628 0.03 0.16 0.03
C 2.60053 1.84755 0.38445 -0.18 -0.12 0.36
P 2.59086 0.18823 -0.32653 -0.01 0.24 -1.81
C 4.25518 -0.47773 -0.49654 0.03 -0.19 0.30
C 4.91950 -0.33087 -1.71623 0.09 0.02 0.05
C 6.18846 -0.86652 -1.87692 -0.03 0.01 0.01
C 6.79212 -1.55651 -0.83448 0.01 0.00 0.00
C 6.13252 -1.70855 0.37746 -0.05 0.02 0.01
C 4.86329 -1.17677 0.54896 0.07 0.03 -0.03
C 2.08763 0.60216 -2.05327 -0.11 0.13 -0.14
C 2.06337 1.91641 -2.52781 0.04 -0.09 -0.07
C 1.49621 2.20554 -3.76167 0.02 0.02 0.05
C 0.93684 1.19585 -4.53070 -0.03 0.03 -0.02
C 0.97242 -0.11457 -4.07945 0.01 -0.05 0.04
C 1.53930 -0.41650 -2.84796 0.35 0.17 -0.37
H -0.33176 3.05645 2.71344 0.00 -0.04 0.02
H -1.92291 2.73923 4.56035 -0.02 -0.02 -0.03
H -3.64192 0.96292 4.42912 0.02 0.01 -0.03
H -3.69551 -0.56888 2.49603 0.03 0.02 0.03
H -4.72871 -1.92074 0.14308 -0.02 -0.01 0.00
H -6.74784 -1.20070 -1.06397 0.02 0.00 -0.01
H -6.63144 0.65586 -2.68961 0.02 -0.01 0.01
H -4.48555 1.81594 -3.09685 0.01 -0.02 0.01
H -2.45584 1.11612 -1.88597 -0.03 -0.02 -0.02
H -1.61647 -1.98391 2.87567 0.10 -0.06 -0.06
H -1.80934 -4.27989 3.70303 -0.03 -0.01 -0.03
H -2.62585 -6.08335 2.20654 -0.01 -0.02 0.02
H -3.15849 -5.58917 -0.15326 0.00 0.06 0.02
H -2.89632 -3.30212 -1.01814 -0.09 0.00 0.08
H 0.30930 4.28701 1.00273 0.05 -0.01 -0.04
H 2.38542 5.51229 1.58185 0.01 -0.04 -0.02
H 4.58061 4.39950 1.37171 -0.04 -0.03 0.00
H 4.72382 2.06419 0.54799 -0.02 0.02 0.01
H 4.45439 0.20139 -2.53386 0.00 -0.02 -0.02
H 6.70144 -0.75153 -2.82306 -0.01 0.00 0.03
H 7.77839 -1.98294 -0.97013 -0.04 0.02 0.01
H 6.59888 -2.25250 1.18875 -0.01 0.02 -0.03
H 4.35367 -1.31080 1.49290 -0.03 -0.01 0.00
H 2.50272 2.71891 -1.95126 -0.05 0.03 0.03
H 1.48564 3.22859 -4.11582 0.02 -0.03 0.00
H 0.48594 1.42890 -5.48728 0.01 -0.01 0.04
H 0.55713 -0.91126 -4.68381 0.02 0.01 0.01
H 1.63336 -1.44676 -2.54233 -0.08 -0.11 0.05
I 1.54344 -0.69801 2.23583 -0.16 -0.53 1.93
I 1.10398 -1.20331 4.92100 0.13 0.19 -0.35
S -2.30445 -6.38999 -3.07898 -0.17 -0.03 -0.05
C -1.16541 -5.68324 -2.13372 0.31 -0.15 0.35
S -0.62469 -4.04887 -2.36522 0.15 0.37 -0.39
C 0.33195 -4.12498 -0.92475 -0.11 0.40 0.00
N 0.31039 -5.26704 -0.34709 -0.25 -0.45 -0.08
N -0.49253 -6.15629 -1.04009 0.28 -0.02 0.17
C -0.58690 -7.48178 -0.48047 0.05 0.34 -0.11
C -0.72998 -8.58378 -1.30276 0.05 -0.22 -0.14
C -0.84700 -9.84444 -0.73088 0.01 0.02 -0.08
C -0.80479 -10.00369 0.64488 -0.01 0.01 0.02
C -0.60642 -8.89414 1.45584 0.00 0.04 0.00
C -0.49142 -7.63119 0.89554 -0.05 0.00 0.13
S 1.31273 -2.81349 -0.31215 -0.32 -0.10 -0.26
H -0.73008 -8.47090 -2.37650 -0.08 0.00 0.05
H -0.96590 -10.70566 -1.37604 0.00 0.02 0.02
H -0.91559 -10.98733 1.08347 0.04 0.03 -0.02
H -0.54150 -9.00865 2.53130 0.01 0.01 -0.05
H -0.31404 -6.76351 1.51263 0.00 0.01 0.02
```
Positions in Å, forces in eV/Å.